*P*
Density functional theory data (the ωB97M-V functional and the def2-TZVPD basis) for C4H9N5 in the gas phase.

```
18
Properties=species:S:1:pos:R:3:mulliken_charge:R:1
H -1.524 -1.490 -0.864 0.280
N -1.721 -1.465 0.140 -0.698
C -0.763 -0.836 0.749 0.555
C -0.902 -0.677 2.253 -1.010
N 0.365 -0.283 0.134 0.308
N 1.585 -0.524 0.828 -0.813
C 0.367 0.708 -0.853 0.397
N 1.481 1.472 -1.184 -0.643
C -0.733 0.967 -1.518 0.050
N -1.675 1.203 -2.174 -0.526
H -1.837 -1.120 2.606 0.337
H -0.068 -1.158 2.771 0.304
H -0.905 0.391 2.493 0.250
H 2.289 0.154 0.541 0.305
H 1.927 -1.453 0.577 0.214
H 1.301 2.104 -1.962 0.242
H 2.294 0.893 -1.360 0.204
H -1.481 1.114 -3.178 0.245
```

## Properties
total charge: 0
E_LUMO: 0.57 eV
structure (SMILES): [H]/N=C(/C)N(N)C(N)=C=N
spin multiplicity: 1


*Q*
Density functional theory data (the ωB97M-V functional and the def2-TZVPD basis) for C4H9N5 in the gas phase.

```
18
Properties=species:S:1:pos:R:3:mulliken_charge:R:1
N -2.814 -0.725 -0.071 -0.629
N -1.975 0.488 0.456 -0.329
C -0.664 0.291 -0.185 0.587
N -0.250 -0.844 -0.325 -0.379
N 1.012 -0.977 -0.648 -0.494
C 1.734 -1.318 0.652 -0.493
C 1.989 0.003 -0.037 0.123
C 1.311 1.363 0.237 -0.555
N 0.040 1.516 -0.429 -0.374
H -2.505 -1.386 0.765 0.306
H -2.369 -1.148 -0.825 0.351
H -2.655 1.520 0.569 0.270
H 2.729 -1.897 0.765 0.256
H 0.646 -1.454 1.280 0.252
H 3.068 0.016 -0.671 0.252
H 1.936 2.053 -0.375 0.238
H 1.182 1.923 1.317 0.299
H -0.343 2.135 0.297 0.318
```

## Properties
total charge: 0
E_LUMO: 0.73 eV
structure (SMILES): NNC1=NN2C[C@@H]2CN1
spin multiplicity: 1


Which of them is the least stable? Correct choice: *Q*.


*P*
Density functional theory data (the ωB97M-V functional and the def2-TZVPD basis) for C5H11FSi in the gas phase.

```
18
Properties=species:S:1:pos:R:3:mulliken_spin:R:1
C 2.406 -1.713 -0.010 1.081
C 1.927 -0.489 0.256 0.645
C -0.953 1.517 1.545 0.006
C -2.160 -0.052 -1.237 0.008
C 0.922 0.161 -0.640 0.111
F -0.727 -1.202 0.959 0.019
Si -0.785 0.223 0.118 0.043
H 3.181 -2.297 0.623 0.005
H 2.112 -2.210 -0.861 0.013
H 2.185 0.042 1.179 0.017
H -1.442 2.556 1.102 0.000
H -1.578 1.250 2.331 -0.003
H 0.030 1.824 1.847 0.001
H -2.048 -0.965 -1.815 -0.001
H -3.153 -0.210 -0.801 0.002
H -2.209 0.782 -2.039 0.000
H 0.985 -0.442 -1.611 -0.014
H 1.306 1.225 -0.945 0.066
```

## Properties
total charge: 0
E_LUMO (alpha / beta): 0.93 / -1.77 eV
spin multiplicity: 3


*Q*
Density functional theory data (the ωB97M-V functional and the def2-TZVPD basis) for C5H11FSi in the gas phase.

```
18
Properties=species:S:1:pos:R:3:mulliken_spin:R:1
C -1.938 2.090 -1.332 1.076
C -1.798 0.781 -1.046 0.843
C 1.564 0.196 -0.784 0.008
C 0.045 -2.249 -0.230 0.004
C -0.169 0.031 1.874 0.021
F -2.731 -0.082 -1.458 0.073
Si -0.097 -0.441 -0.053 -0.064
H -1.315 2.984 -1.073 0.020
H -2.805 2.343 -1.875 0.009
H 2.084 -0.662 -1.038 -0.002
H 1.611 0.833 -1.707 0.011
H 1.989 0.911 -0.036 0.000
H 0.141 -2.292 -1.337 0.005
H 0.918 -2.626 0.348 0.000
H -0.790 -2.784 0.192 -0.004
H 0.048 1.139 1.952 0.003
H -1.178 -0.114 2.267 0.000
H 0.491 -0.438 2.613 -0.002
```

## Properties
total charge: 0
E_LUMO (alpha / beta): 0.97 / -1.79 eV
spin multiplicity: 3


Which of them is the least stable? Correct choice: *Q*.


*P*
Density functional theory data (the ωB97M-V functional and the def2-TZVPD basis) for C5H9FN2 in the gas phase.

```
17
Properties=species:S:1:pos:R:3:mulliken_charge:R:1
C 2.435 1.268 -0.707 -0.961
C 1.098 0.752 -0.203 0.170
N 0.742 -0.399 -0.579 -0.493
C -0.532 -0.941 -0.206 0.082
C -0.522 -1.273 1.293 -1.301
C -1.658 -0.053 -0.474 -0.148
N -2.409 0.303 0.490 -0.261
F -3.466 1.121 0.114 -0.184
H 2.024 2.127 -1.371 0.267
H 2.842 0.460 -1.431 0.228
H 3.084 1.438 0.162 0.312
H 0.681 1.466 0.487 0.403
H -0.576 -1.867 -0.736 0.362
H -1.470 -1.880 1.391 0.319
H -0.499 -0.429 1.855 0.451
H 0.299 -2.035 1.416 0.360
H -2.073 -0.057 -1.500 0.393
```

## Properties
total charge: 0
E_LUMO: 0.93 eV
structure (SMILES): C/C=N/[C@@H](C)/C=N/F
spin multiplicity: 1


*Q*
Density functional theory data (the ωB97M-V functional and the def2-TZVPD basis) for C5H9FN2 in the gas phase.

```
17
Properties=species:S:1:pos:R:3:mulliken_charge:R:1
C 1.354 1.602 -0.312 -0.891
N 0.118 0.903 -0.554 -0.326
C -0.204 -0.393 0.002 1.381
C -0.406 -0.305 1.501 -1.635
C 0.930 -1.375 -0.260 -0.136
N 1.770 -2.123 -0.533 -0.487
C -1.459 -0.882 -0.671 -0.771
F -2.464 0.025 -0.478 -0.290
H 1.385 1.908 0.742 0.264
H 2.257 1.010 -0.476 0.321
H 1.394 2.509 -0.935 0.343
H -0.076 0.865 -1.551 0.274
H -1.219 0.404 1.702 0.362
H -0.722 -1.291 1.834 0.424
H 0.502 -0.012 2.027 0.411
H -1.788 -1.871 -0.275 0.378
H -1.373 -0.976 -1.763 0.375
```

## Properties
total charge: 0
E_LUMO: 0.83 eV
structure (SMILES): CN[C@](C)(C#N)CF
spin multiplicity: 1


Which of them is the least stable? Correct choice: *P*.